{"formula": "C38H52IrN2O2P2", "method": "ωB97M-V with the def2-TZVPD basis set", "mol_weight_g_mol": 823.01, "charge": 2, "homo_energy_ev": [-10.45, -13.62], "homo_lumo_gap_ha": [0.209, 0.172], "e_above_lowest_kcal_mol": 47.4, "spin_multiplicity": 6, "symbols": ["Ir", "C", "C", "C", "C", "C", "C", "H", "H", "H", "C", "H", "H", "H", "C", "H", "H", "H", "C", "H", "H", "H", "C", "H", "H", "H", "C", "C", "C", "C", "C", "C", "C", "C", "H", "H", "H", "H", "H", "H", "H", "H", "H", "H", "H", "H", "P", "C", "C", "P", "C", "C", "C", "H", "H", "H", "H", "H", "H", "H", "H", "H", "H", "H", "H", "H", "H", "O", "C", "N", "C", "C", "O", "N", "C", "C", "C", "C", "C", "C", "C", "C", "C", "C", "C", "C", "H", "H", "H", "H", "H", "H", "H", "H", "H", "H", "H"], "positions_angstrom": [[-0.030, 2.987, -1.718], [1.829, 0.339, -1.547], [1.430, 1.744, -0.866], [0.733, -0.062, 0.519], [1.401, -0.677, -0.538], [0.808, 1.328, 0.435], [3.293, 0.231, -1.944], [3.571, 0.997, -2.678], [3.527, -0.752, -2.369], [3.921, 0.361, -1.053], [1.764, -2.105, -0.557], [2.332, -2.388, -1.450], [0.865, -2.745, -0.487], [2.386, -2.353, 0.320], [0.166, -0.788, 1.689], [0.892, -0.861, 2.513], [-0.135, -1.802, 1.403], [-0.724, -0.270, 2.070], [0.602, 2.173, 1.630], [1.131, 1.756, 2.505], [-0.464, 2.202, 1.902], [0.957, 3.200, 1.491], [2.559, 2.727, -0.664], [3.149, 2.437, 0.216], [2.166, 3.738, -0.495], [3.230, 2.778, -1.525], [-0.844, 3.716, -3.309], [0.205, 4.589, -2.728], [-0.178, 5.803, -1.927], [-1.071, 5.428, -0.719], [-1.193, 3.872, -0.495], [-2.598, 3.409, -0.737], [-2.991, 2.999, -2.124], [-2.333, 3.908, -3.219], [-0.666, 6.543, -2.577], [-2.067, 5.878, -0.846], [0.741, 6.273, -1.553], [-2.597, 4.962, -3.076], [-0.515, 3.247, -4.243], [1.076, 4.674, -3.381], [-2.755, 3.611, -4.190], [-2.751, 1.940, -2.304], [-3.241, 4.263, -0.476], [-4.083, 3.058, -2.236], [-0.671, 5.859, 0.211], [-0.948, 3.703, 0.565], [0.813, -0.191, -3.045], [0.193, -1.826, -3.286], [1.485, 0.572, -4.512], [-3.801, 2.467, 0.791], [-0.515, 0.989, -2.519], [-4.188, 3.890, 1.876], [-5.386, 2.209, -0.070], [-0.558, -2.040, -2.510], [1.001, -2.567, -3.251], [-0.291, -1.863, -4.273], [1.622, 1.652, -4.366], [0.761, 0.418, -5.327], [2.441, 0.100, -4.777], [-5.715, 3.116, -0.594], [-6.105, 1.917, 0.709], [-5.256, 1.369, -0.770], [-1.043, 0.472, -1.692], [-1.218, 1.058, -3.364], [-4.160, 3.474, 2.895], [-5.176, 4.316, 1.656], [-3.397, 4.647, 1.797], [-3.739, -0.191, -1.671], [-3.340, -1.278, -1.234], [-4.168, -2.364, -0.948], [-3.469, -3.432, -0.301], [-2.029, -2.867, -0.389], [-1.041, -3.505, 0.021], [-2.032, -1.637, -0.944], [-3.861, -3.555, 1.171], [-3.073, -4.350, 2.009], [-3.410, -4.507, 3.358], [-4.538, -3.860, 3.871], [-5.322, -3.057, 3.037], [-4.983, -2.897, 1.685], [-3.579, -4.743, -1.073], [-4.140, -5.902, -0.521], [-4.128, -7.100, -1.248], [-3.599, -7.134, -2.540], [-3.100, -5.960, -3.116], [-3.109, -4.764, -2.388], [-5.162, -2.297, -1.126], [-2.187, -4.836, 1.597], [-2.781, -5.135, 3.990], [-4.804, -3.984, 4.923], [-6.206, -2.545, 3.420], [-5.594, -2.265, 1.037], [-4.577, -5.875, 0.479], [-4.535, -8.001, -0.788], [-3.579, -8.070, -3.101], [-2.695, -5.961, -4.129], [-2.737, -3.844, -2.849]]}